{"formula": "C39H57IrN9P2S", "method": "wB97M-V/def2-TZVPD", "orbital_gap_ha": 0.298, "de_lowest_ev": 0.966, "charge": 3, "total_energy_ev": -87012.3509, "species": ["Ir", "C", "N", "C", "C", "N", "C", "P", "C", "N", "C", "C", "N", "C", "C", "N", "C", "C", "N", "C", "H", "H", "H", "H", "H", "H", "H", "H", "H", "H", "H", "H", "H", "H", "H", "C", "N", "C", "C", "N", "C", "S", "C", "C", "C", "C", "C", "N", "H", "H", "H", "H", "H", "H", "H", "H", "H", "C", "C", "C", "C", "C", "C", "P", "C", "C", "C", "C", "C", "C", "C", "C", "C", "C", "C", "C", "H", "H", "H", "H", "H", "H", "H", "H", "H", "H", "H", "H", "H", "H", "H", "H", "H", "H", "H", "H", "H", "H", "H", "H", "H", "H", "H", "H", "H", "H", "H", "H", "H"], "positions_angstrom": [[-0.051118, -0.221970, 0.142993], [1.804320, 3.350708, 4.041605], [0.852965, 2.575472, 3.239133], [-0.502080, 2.585373, 3.395916], [-1.011052, 1.759523, 2.439821], [0.022375, 1.245876, 1.700897], [1.141357, 1.755987, 2.208140], [2.801917, 1.473168, 1.538168], [2.748774, -0.333505, 1.540443], [1.797971, -1.117347, 1.017717], [2.285354, -2.397677, 1.115907], [3.518677, -2.376976, 1.690277], [3.801472, -1.071445, 1.950016], [5.041624, -0.583555, 2.562496], [2.318494, 1.673942, -0.193842], [1.300146, 1.073213, -0.818310], [1.198619, 1.664903, -2.046006], [2.177460, 2.599802, -2.177792], [2.874556, 2.595670, -1.006757], [4.037360, 3.442098, -0.721127], [1.278320, 3.745643, 4.905356], [2.612386, 2.710836, 4.385956], [2.204599, 4.177344, 3.458942], [-0.986795, 3.169764, 4.159007], [-2.042835, 1.538578, 2.247007], [1.749952, -3.265782, 0.794648], [4.196649, -3.176512, 1.935336], [5.615529, -1.443971, 2.892685], [5.627851, -0.022775, 1.838124], [4.816232, 0.040089, 3.423526], [0.433677, 1.404832, -2.746952], [2.427970, 3.252237, -2.996365], [4.085606, 4.216991, -1.480046], [3.932135, 3.911087, 0.253442], [4.950595, 2.852234, -0.754025], [-4.174262, 2.580769, -1.553097], [-4.173940, 1.559659, -0.506494], [-5.233432, 1.263988, 0.330706], [-4.830987, 0.300097, 1.166662], [-3.499964, -0.021625, 0.832048], [-3.120229, 0.799668, -0.188368], [-1.639420, 0.966737, -0.995984], [-2.797894, -1.077870, 1.480964], [-3.566553, -1.957744, 2.236123], [-2.957972, -2.854263, 3.090000], [-1.577881, -2.837381, 3.183662], [-0.885398, -2.019095, 2.325397], [-1.456722, -1.186445, 1.425176], [-5.196845, 2.912677, -1.703882], [-3.794931, 2.155102, -2.479881], [-3.552122, 3.422021, -1.251830], [-6.174701, 1.781737, 0.265429], [-5.354262, -0.143181, 1.990194], [-4.640929, -1.944795, 2.160294], [-3.557020, -3.532388, 3.682804], [-1.039727, -3.471424, 3.873340], [0.190662, -2.011702, 2.334347], [2.104571, -1.580071, -5.481847], [0.637855, -1.133022, -5.623103], [0.016164, -0.773495, -4.262522], [0.603740, -1.707148, -3.199492], [2.102222, -1.440266, -2.959308], [2.765835, -0.949058, -4.259030], [-0.369045, -1.990796, -1.663658], [0.251611, -3.683756, -1.178460], [0.222523, -4.783521, -2.286809], [-0.819964, -5.869327, -2.027672], [-0.482963, -6.633361, -0.747083], [-0.014764, -5.674904, 0.364481], [-0.433131, -4.231519, 0.082169], [-2.115581, -2.459255, -2.218987], [-3.315760, -1.580707, -1.857368], [-4.592171, -2.276633, -2.333859], [-4.685037, -2.257915, -3.867080], [-3.292921, -2.135367, -4.492949], [-2.244014, -2.923142, -3.708389], [2.657319, -1.328930, -6.385889], [2.163933, -2.668690, -5.389885], [0.054704, -1.924959, -6.098241], [0.569457, -0.266194, -6.281698], [-1.071405, -0.843206, -4.306849], [0.242824, 0.263750, -4.042597], [0.559170, -2.697131, -3.653452], [2.584464, -2.365535, -2.633000], [2.254324, -0.714453, -2.158586], [3.828871, -1.189453, -4.236884], [2.697849, 0.141238, -4.327490], [1.307855, -3.496176, -0.972146], [1.204954, -5.263468, -2.283206], [0.105535, -4.380187, -3.287874], [-0.849113, -6.552324, -2.876741], [-1.821690, -5.436784, -1.956411], [0.302054, -7.360600, -0.957194], [-1.349779, -7.205174, -0.415812], [1.074759, -5.712678, 0.467714], [-0.419522, -5.985840, 1.328680], [-0.195588, -3.615252, 0.941870], [-1.522796, -4.185863, -0.015294], [-2.242513, -3.350099, -1.600375], [-3.245009, -0.588342, -2.307275], [-3.359712, -1.462722, -0.775471], [-5.468786, -1.803095, -1.889049], [-4.581436, -3.306995, -1.963961], [-5.303345, -1.421310, -4.194993], [-5.181080, -3.162256, -4.220045], [-3.006870, -1.081562, -4.553709], [-3.303180, -2.499439, -5.520545], [-1.304582, -2.885400, -4.250573], [-2.539155, -3.974681, -3.703852]], "forces_ev_per_angstrom": [[0.28, -0.35, -0.09], [0.00, 0.01, 0.00], [-0.01, 0.00, 0.00], [0.01, 0.01, 0.01], [0.02, 0.01, -0.06], [0.00, -0.14, 0.05], [0.00, 0.06, -0.04], [-0.05, -0.03, 0.08], [0.09, -0.04, -0.16], [-0.20, 0.19, -0.01], [-0.05, -0.07, 0.03], [-0.02, 0.01, 0.04], [-0.05, -0.03, 0.02], [0.02, 0.00, -0.01], [0.08, 0.04, -0.04], [-0.13, -0.08, 0.01], [-0.05, 0.00, -0.06], [0.01, -0.01, 0.02], [-0.03, 0.01, -0.02], [0.02, -0.01, -0.01], [0.00, 0.00, 0.00], [0.00, 0.00, 0.00], [0.00, 0.00, 0.00], [0.00, 0.00, 0.00], [-0.06, -0.07, -0.03], [-0.12, -0.01, 0.03], [0.01, 0.00, -0.01], [0.00, 0.00, 0.00], [0.00, 0.00, 0.00], [0.00, 0.00, 0.00], [-0.04, -0.02, -0.01], [0.00, 0.01, 0.00], [0.00, 0.00, 0.00], [0.00, 0.00, 0.00], [0.00, 0.00, 0.00], [-0.01, -0.01, 0.00], [0.02, -0.02, -0.01], [-0.01, -0.02, 0.00], [-0.01, 0.01, -0.01], [0.07, 0.24, 0.25], [0.08, 0.18, 0.17], [-0.03, 0.43, 0.14], [-0.04, 0.02, -0.02], [0.00, -0.02, -0.02], [0.02, -0.02, 0.01], [-0.03, 0.02, 0.02], [-0.05, 0.09, 0.07], [0.12, 0.01, 0.09], [0.00, 0.01, 0.01], [0.00, -0.01, -0.01], [0.01, -0.01, -0.01], [0.00, 0.00, 0.00], [0.00, 0.01, -0.01], [0.00, -0.01, 0.00], [0.00, 0.00, 0.00], [0.00, 0.01, 0.00], [-0.01, -0.02, 0.01], [0.02, -0.01, 0.00], [0.00, 0.02, 0.01], [-0.04, 0.07, 0.00], [0.03, 0.03, 0.06], [0.00, 0.04, 0.00], [0.02, -0.01, 0.01], [0.07, 0.18, 0.06], [0.00, -0.01, -0.05], [0.01, 0.01, 0.03], [0.01, 0.00, 0.00], [-0.01, 0.00, 0.00], [0.00, 0.00, 0.01], [0.07, 0.03, 0.00], [0.06, 0.06, -0.05], [-0.08, -0.20, 0.03], [0.02, -0.02, 0.01], [0.02, 0.01, 0.00], [-0.03, -0.04, 0.00], [0.01, -0.13, 0.03], [0.00, 0.00, 0.00], [0.00, 0.00, 0.00], [-0.01, -0.01, 0.00], [0.00, -0.01, -0.01], [0.16, 0.08, 0.00], [0.05, 0.03, 0.00], [-0.01, 0.01, 0.00], [-0.02, -0.04, -0.02], [0.02, -0.03, -0.01], [0.01, 0.03, 0.01], [-0.03, 0.01, 0.00], [-0.05, -0.03, 0.03], [0.00, 0.01, -0.05], [-0.09, 0.01, -0.04], [0.00, 0.00, 0.00], [-0.01, 0.03, -0.02], [0.00, -0.01, 0.01], [-0.01, 0.01, -0.01], [0.00, 0.01, -0.03], [0.02, -0.01, 0.01], [0.06, 0.01, -0.01], [0.01, -0.01, 0.01], [-0.05, -0.02, -0.05], [-0.05, -0.17, -0.05], [0.04, -0.20, -0.38], [-0.02, 0.01, 0.00], [-0.02, 0.00, 0.00], [-0.01, 0.00, -0.02], [0.01, -0.01, 0.01], [-0.02, 0.00, 0.01], [-0.02, 0.01, -0.01], [0.01, -0.08, 0.04], [0.00, -0.02, 0.00]]}